{"formula": "C48H120N8O16", "method": "wB97M-V/def2-TZVPD", "smiles": "COCCNCCOC.COCCNCCOC.COCCNCCOC.COCCNCCOC.COCCNCCOC.COCCNCCOC.COCCNCCOC.COCCNCCOC", "lumo_energy_ev": 0.29, "relative_energy_ev": 9.5721, "total_energy_ev": -96383.1661, "e_homo_ev": -8.27, "charge": 0, "species": ["C", "O", "C", "C", "N", "C", "C", "O", "C", "H", "H", "H", "H", "H", "H", "H", "H", "H", "H", "H", "H", "H", "H", "H", "C", "O", "C", "C", "N", "C", "C", "O", "C", "H", "H", "H", "H", "H", "H", "H", "H", "H", "H", "H", "H", "H", "H", "H", "C", "O", "C", "C", "N", "C", "C", "O", "C", "H", "H", "H", "H", "H", "H", "H", "H", "H", "H", "H", "H", "H", "H", "H", "C", "O", "C", "C", "N", "C", "C", "O", "C", "H", "H", "H", "H", "H", "H", "H", "H", "H", "H", "H", "H", "H", "H", "H", "C", "O", "C", "C", "N", "C", "C", "O", "C", "H", "H", "H", "H", "H", "H", "H", "H", "H", "H", "H", "H", "H", "H", "H", "C", "O", "C", "C", "N", "C", "C", "O", "C", "H", "H", "H", "H", "H", "H", "H", "H", "H", "H", "H", "H", "H", "H", "H", "C", "O", "C", "C", "N", "C", "C", "O", "C", "H", "H", "H", "H", "H", "H", "H", "H", "H", "H", "H", "H", "H", "H", "H", "C", "O", "C", "C", "N", "C", "C", "O", "C", "H", "H", "H", "H", "H", "H", "H", "H", "H", "H", "H", "H", "H", "H", "H"], "positions_angstrom": [[-8.155, -10.940, -2.082], [-7.555, -10.563, -0.868], [-6.161, -10.196, -0.983], [-5.639, -9.488, 0.353], [-4.331, -8.874, 0.272], [-4.082, -7.939, -0.799], [-2.937, -6.838, -0.600], [-3.194, -6.079, 0.607], [-2.118, -5.203, 1.056], [-7.777, -10.411, -2.957], [-9.236, -10.804, -2.109], [-7.861, -11.966, -2.304], [-6.044, -9.531, -1.839], [-5.403, -10.975, -1.066], [-5.682, -10.108, 1.249], [-6.245, -8.582, 0.366], [-4.006, -8.524, 1.161], [-4.967, -7.309, -0.891], [-3.967, -8.309, -1.817], [-2.894, -6.117, -1.416], [-1.998, -7.387, -0.518], [-2.483, -4.475, 1.782], [-1.779, -4.565, 0.240], [-1.257, -5.693, 1.511], [6.512, -2.902, -2.877], [5.265, -3.407, -3.473], [4.712, -4.505, -2.664], [3.294, -4.917, -2.988], [2.394, -3.816, -2.629], [0.946, -4.011, -2.952], [0.271, -2.726, -3.456], [0.943, -2.460, -4.690], [0.551, -1.243, -5.138], [6.901, -2.059, -3.449], [7.197, -3.734, -3.037], [6.330, -2.523, -1.871], [4.876, -4.298, -1.606], [5.281, -5.319, -3.113], [3.058, -5.880, -2.535], [3.135, -5.116, -4.048], [2.707, -2.904, -2.932], [0.395, -4.419, -2.105], [1.146, -4.754, -3.725], [0.489, -1.978, -2.693], [-0.810, -2.865, -3.467], [0.835, -0.465, -4.429], [-0.461, -1.197, -5.540], [1.115, -1.057, -6.052], [6.917, 15.517, 0.670], [6.378, 14.271, 1.128], [5.570, 13.681, 0.129], [5.060, 12.398, 0.818], [6.209, 11.603, 1.208], [5.812, 10.228, 1.583], [5.562, 9.077, 0.551], [4.446, 9.462, -0.160], [4.050, 8.664, -1.271], [7.460, 15.310, -0.252], [7.457, 16.102, 1.415], [6.132, 16.259, 0.525], [6.198, 13.458, -0.734], [4.771, 14.241, -0.357], [4.501, 12.051, -0.050], [4.448, 12.468, 1.718], [6.639, 12.195, 1.905], [4.880, 10.371, 2.129], [6.673, 9.873, 2.149], [5.439, 8.112, 1.042], [6.412, 9.041, -0.131], [3.446, 7.815, -0.952], [4.897, 8.348, -1.880], [3.436, 9.203, -1.992], [-5.444, -1.773, 8.750], [-4.818, -2.868, 8.043], [-4.251, -2.399, 6.840], [-4.043, -3.691, 5.946], [-2.617, -3.830, 5.722], [-2.208, -3.257, 4.472], [-2.059, -1.769, 4.442], [-1.182, -1.481, 5.569], [-1.048, -0.108, 5.840], [-5.616, -2.018, 9.799], [-6.390, -1.361, 8.399], [-4.757, -0.934, 8.856], [-3.305, -1.947, 7.139], [-4.839, -1.594, 6.401], [-4.596, -3.610, 5.010], [-4.644, -4.443, 6.457], [-2.162, -3.307, 6.455], [-2.865, -3.527, 3.645], [-1.215, -3.682, 4.327], [-3.066, -1.405, 4.644], [-1.664, -1.408, 3.492], [-0.392, 0.069, 6.692], [-2.014, 0.323, 6.103], [-0.684, 0.388, 4.940], [2.742, 0.756, 2.620], [3.238, -0.526, 2.713], [4.503, -0.691, 3.337], [4.277, -1.549, 4.544], [3.205, -1.086, 5.468], [3.713, -0.047, 6.359], [2.533, 0.512, 7.069], [1.663, 1.189, 6.259], [2.120, 2.555, 5.970], [1.727, 0.691, 2.229], [3.399, 1.372, 2.006], [2.602, 1.245, 3.584], [4.835, 0.318, 3.585], [5.218, -1.124, 2.638], [5.152, -1.674, 5.181], [4.099, -2.550, 4.151], [2.476, -0.588, 4.978], [4.146, 0.778, 5.793], [4.457, -0.448, 7.047], [2.837, 1.121, 7.920], [2.012, -0.309, 7.562], [2.524, 3.122, 6.809], [1.394, 3.214, 5.493], [3.028, 2.649, 5.375], [1.837, 4.774, 0.157], [0.833, 3.850, -0.313], [0.717, 3.845, -1.738], [-0.479, 2.954, -2.109], [-0.250, 1.549, -1.712], [-1.556, 1.106, -1.190], [-1.648, -0.288, -0.633], [-0.952, -0.373, 0.671], [-0.057, -1.476, 0.777], [1.826, 5.716, -0.392], [2.703, 4.233, -0.223], [1.823, 5.017, 1.220], [1.702, 3.724, -2.190], [0.475, 4.831, -2.136], [-0.673, 2.967, -3.181], [-1.353, 3.326, -1.574], [0.400, 1.470, -0.943], [-2.400, 1.326, -1.843], [-1.753, 1.696, -0.295], [-1.174, -0.890, -1.409], [-2.710, -0.529, -0.677], [-0.463, -2.394, 0.352], [0.271, -1.723, 1.787], [0.833, -1.439, 0.148], [5.856, 3.122, -10.708], [5.818, 2.729, -9.386], [4.591, 3.147, -8.740], [4.722, 2.883, -7.177], [4.476, 1.450, -7.015], [4.711, 1.118, -5.647], [3.521, 1.457, -4.691], [3.685, 2.797, -4.314], [4.328, 2.917, -3.070], [5.086, 2.582, -11.259], [6.864, 2.903, -11.062], [5.796, 4.187, -10.928], [3.649, 2.691, -9.046], [4.458, 4.229, -8.738], [4.105, 3.516, -6.540], [5.786, 3.042, -7.003], [5.229, 1.067, -7.570], [5.668, 1.493, -5.283], [4.792, 0.031, -5.639], [3.183, 0.706, -3.977], [2.737, 1.640, -5.426], [5.372, 2.684, -3.277], [3.991, 2.376, -2.186], [4.276, 3.970, -2.793], [-6.155, -1.211, -1.837], [-7.418, -1.279, -1.098], [-8.540, -1.580, -1.941], [-9.764, -1.396, -1.029], [-9.751, -2.192, 0.241], [-9.295, -3.606, 0.214], [-9.224, -4.225, 1.589], [-8.272, -3.681, 2.425], [-6.892, -3.676, 2.039], [-6.167, -1.430, -2.904], [-5.326, -1.736, -1.362], [-5.839, -0.186, -1.643], [-8.584, -2.539, -2.457], [-8.522, -0.756, -2.656], [-10.514, -1.914, -1.628], [-10.020, -0.341, -0.940], [-9.004, -1.675, 0.682], [-8.453, -3.841, -0.438], [-10.095, -4.065, -0.368], [-9.000, -5.279, 1.425], [-10.241, -4.189, 1.980], [-6.896, -3.272, 1.027], [-6.490, -4.651, 2.313], [-6.310, -2.904, 2.542]], "forces_ev_per_angstrom": [[0.8, -0.6, -0.7], [1.1, 0.7, 0.4], [0.7, 0.3, 1.6], [-1.2, 1.8, -1.7], [2.5, -1.4, -0.8], [-0.2, 2.7, 0.2], [-0.7, -1.1, 1.4], [0.8, 0.1, 0.4], [-0.8, -0.1, -0.8], [0.2, 0.6, 0.1], [0.1, -0.1, 0.6], [-0.5, -0.4, 0.0], [0.0, 0.2, 0.0], [-0.6, -1.0, -0.6], [-0.3, 0.0, -0.3], [-1.4, -0.2, 0.9], [-0.2, 0.0, -0.1], [-0.7, 0.4, -0.1], [0.4, -0.8, 0.2], [-0.1, -0.3, -0.4], [0.4, 0.2, 0.0], [-0.5, -0.5, 0.1], [0.2, -0.2, -0.4], [-0.1, -0.5, -0.2], [-1.4, -0.8, -1.3], [-0.5, 1.1, 1.2], [1.3, -0.3, -2.0], [-0.8, 2.3, -0.5], [-1.1, 0.2, 1.7], [1.9, -0.1, -0.2], [2.0, -2.1, 0.4], [-1.1, -1.3, 1.6], [0.7, 1.8, -2.2], [-0.4, -0.1, -0.3], [0.5, 0.1, 0.9], [0.3, -0.5, 0.2], [-0.1, -0.3, 0.0], [0.5, -0.7, 1.1], [0.0, 0.3, 0.7], [0.6, -0.1, -0.6], [0.3, -0.3, -0.3], [0.0, -0.2, 0.1], [-1.8, -0.3, -0.5], [0.1, 0.6, -0.1], [-0.2, 0.1, -0.7], [-0.6, 0.4, 0.1], [-0.6, 0.1, 0.8], [0.4, 0.2, 0.0], [-0.7, 0.1, 0.2], [0.1, 2.1, -0.1], [0.3, -1.0, 1.5], [0.5, 0.6, -2.1], [-0.5, -1.0, -2.3], [0.9, 0.2, 0.6], [0.9, 2.1, -0.1], [-1.9, 0.2, -1.5], [0.2, 0.0, 0.1], [0.3, 0.5, 0.0], [0.8, -1.1, 0.3], [-0.6, -0.3, -0.8], [0.3, -0.7, 0.0], [-0.4, 0.8, 0.9], [-0.3, -1.3, 0.5], [-0.7, 0.9, -0.3], [0.5, -0.9, 0.5], [-0.1, -0.8, 0.7], [-0.4, -0.2, 0.7], [0.0, -0.1, 0.4], [0.4, -0.3, -0.1], [0.2, -0.3, 0.1], [0.3, -0.3, 0.3], [-0.1, 0.6, 0.5], [0.9, -0.2, 1.0], [-1.9, 1.4, 1.0], [-0.2, -1.1, -0.1], [-0.7, 2.4, 0.7], [-1.2, -1.0, 0.1], [1.5, -0.6, -0.7], [0.2, -0.1, 1.8], [-0.4, -0.2, -0.8], [-0.4, 0.1, -0.2], [0.0, -0.7, -0.1], [0.0, -0.5, -0.8], [0.3, 0.2, -0.4], [0.4, 0.1, -0.5], [-0.4, -0.1, -0.3], [0.3, 0.3, -0.3], [0.9, -0.6, 0.4], [0.4, -0.3, 0.0], [0.0, -0.4, 0.1], [0.2, 0.0, -0.7], [-0.1, 0.9, -0.1], [0.0, 0.2, 0.0], [0.1, -0.3, -0.3], [-0.3, 0.1, 0.0], [0.2, 0.4, 0.1], [-0.4, 0.7, 0.1], [0.0, -1.6, -0.4], [-0.5, 1.3, 0.0], [-0.4, -0.5, 0.9], [1.1, -0.1, -0.4], [0.0, -0.3, -0.5], [0.7, -0.7, 2.4], [-0.4, 3.1, -1.5], [0.7, -0.1, 0.1], [0.1, 0.0, -0.5], [-0.2, 0.3, -0.3], [0.3, 0.1, 0.4], [0.5, 0.1, 0.2], [0.0, -0.1, 0.0], [0.4, 0.2, -0.2], [-0.6, -0.1, 0.2], [-0.3, -0.6, -0.6], [0.6, 0.2, -0.1], [0.0, 0.0, 0.1], [0.3, 0.5, 0.1], [-0.4, -0.2, -0.3], [-0.7, -0.4, 1.1], [-0.5, -0.8, 0.1], [0.0, -0.9, -0.8], [0.2, -1.0, -1.9], [-0.8, 0.9, 0.4], [-0.7, 0.8, 0.3], [1.9, -0.6, 0.3], [-1.4, -0.3, -0.5], [0.3, 0.4, 1.7], [1.3, 0.1, -0.7], [-0.6, -0.3, -1.3], [0.0, -1.0, -1.0], [-0.4, 0.2, -0.1], [1.1, 0.6, 0.9], [-0.2, -0.7, -0.1], [0.1, -1.2, -0.2], [-0.3, 0.6, 0.4], [0.0, 0.3, 0.0], [0.0, 0.4, 0.0], [0.1, 0.4, 0.1], [0.3, -0.2, -0.5], [-0.3, 0.6, 0.2], [0.3, -0.7, 0.4], [-0.1, -0.4, 1.1], [-0.8, -0.2, 0.3], [-0.3, 0.6, 0.2], [0.4, 1.0, 0.0], [0.7, -0.2, -1.1], [-1.6, 0.5, 1.7], [0.5, 0.9, 2.7], [0.4, -0.7, -2.9], [-0.3, 1.3, 0.2], [-0.4, -2.7, 1.5], [0.3, 1.1, -3.7], [-0.9, 0.2, 2.5], [1.2, 1.3, -0.4], [0.1, 0.1, -0.5], [-0.1, -0.6, -0.2], [-0.6, 0.4, 0.6], [0.3, -0.4, -0.7], [0.2, 0.3, -0.9], [-0.1, -0.1, -0.3], [0.2, 0.6, 0.5], [-0.1, -0.7, -0.1], [0.1, 0.3, 0.4], [0.2, -0.3, 0.2], [0.5, 0.3, 0.5], [-0.6, -1.0, 0.0], [0.4, -0.1, 0.6], [-0.6, -0.6, -0.4], [0.1, 0.1, 0.0], [-0.2, 1.3, 1.5], [1.4, -1.6, -1.3], [0.1, 1.9, 1.4], [-0.5, -2.9, -1.3], [1.6, 1.7, 0.1], [-1.5, 0.8, -1.8], [0.2, -0.8, -1.6], [0.3, 1.5, 2.0], [-1.4, 0.4, -0.3], [-0.5, -0.1, 0.1], [-0.5, -0.9, 0.2], [0.1, 0.4, -0.7], [0.7, -0.2, 0.2], [-0.5, -0.2, -0.6], [-0.8, 0.5, -0.2], [0.0, -0.3, 0.7], [0.1, -0.1, 1.2], [0.7, 0.4, 0.3], [-0.3, -0.7, 0.3], [0.0, -0.5, -0.1], [0.3, 0.4, 0.8], [0.7, -1.0, -0.6], [0.4, -0.1, -0.9], [-0.5, 0.0, 0.8]], "lowdin_charge": [-0.130, -0.181, -0.185, -0.180, -0.095, -0.210, -0.174, -0.213, -0.078, 0.076, 0.088, 0.084, 0.100, 0.115, 0.123, 0.102, 0.110, 0.101, 0.108, 0.112, 0.112, 0.056, 0.063, 0.090, -0.081, -0.228, -0.203, -0.215, -0.075, -0.176, -0.206, -0.164, -0.162, 0.075, 0.083, 0.081, 0.119, 0.116, 0.122, 0.113, 0.097, 0.101, 0.101, 0.102, 0.122, 0.082, 0.092, 0.091, -0.098, -0.200, -0.233, -0.216, -0.065, -0.176, -0.231, -0.205, -0.088, 0.089, 0.083, 0.080, 0.118, 0.118, 0.110, 0.121, 0.102, 0.106, 0.112, 0.119, 0.118, 0.070, 0.085, 0.085, -0.108, -0.187, -0.218, -0.158, -0.052, -0.244, -0.182, -0.202, -0.109, 0.080, 0.084, 0.078, 0.108, 0.112, 0.101, 0.111, 0.092, 0.100, 0.120, 0.114, 0.115, 0.077, 0.083, 0.086, -0.117, -0.196, -0.209, -0.188, -0.023, -0.226, -0.288, -0.187, -0.073, 0.090, 0.092, 0.063, 0.111, 0.122, 0.114, 0.113, 0.084, 0.104, 0.127, 0.122, 0.131, 0.083, 0.091, 0.066, -0.076, -0.206, -0.210, -0.189, -0.037, -0.243, -0.179, -0.174, -0.119, 0.069, 0.077, 0.090, 0.101, 0.114, 0.118, 0.107, 0.097, 0.122, 0.117, 0.097, 0.111, 0.062, 0.084, 0.081, -0.151, -0.184, -0.187, -0.183, -0.073, -0.230, -0.193, -0.216, -0.126, 0.091, 0.088, 0.084, 0.119, 0.109, 0.115, 0.114, 0.107, 0.110, 0.114, 0.121, 0.117, 0.084, 0.085, 0.082, -0.078, -0.213, -0.232, -0.187, -0.038, -0.229, -0.247, -0.189, -0.063, 0.087, 0.068, 0.077, 0.116, 0.115, 0.103, 0.117, 0.083, 0.101, 0.117, 0.118, 0.127, 0.070, 0.094, 0.079]}